Record 1
# C16H25NO6

5 unconnected molecules or ions with the total composition C16H25NO6 (ωB97M-V/def2-TZVPD, the Open Molecules 2025 dataset).

Atoms and positions in Å:
C: 0.41240 -1.39498 -3.64581
C: -0.40396 -1.82134 -2.43962
C: 0.08943 -1.13323 -0.99758
C: 1.22880 -1.97286 -0.12644
C: 1.75520 -1.28370 1.26532
C: 1.12753 0.19427 1.73330
C: -0.01335 0.99008 0.86231
C: -0.55777 0.31236 -0.54936
N: -1.60675 1.05820 -1.35644
C: 1.78255 0.80754 3.14478
O: 1.08921 1.49539 4.05551
C: 3.40153 0.44441 3.35575
C: 3.98557 -0.88701 2.91885
C: 2.93384 -1.98532 2.22240
O: 3.01447 -3.31254 2.44470
H: 0.64280 -0.22688 -3.68828
H: 0.81742 -2.15740 -4.45642
H: -1.32208 -2.55431 -2.52545
H: 1.66166 -3.00959 -0.50513
H: -0.43293 2.03338 1.18899
H: -2.51889 0.84392 -0.85648
H: -1.72401 0.63589 -2.31754
H: 4.15251 1.24319 3.81914
H: 5.12128 -1.15534 3.02305
C: -1.79320 -0.37755 5.62291
O: -2.36008 0.08874 4.41231
H: -2.59440 -0.72264 6.28066
H: -1.11451 -1.20773 5.41252
H: -1.25048 0.43653 6.10949
H: -1.62585 0.38803 3.84957
C: 0.66369 -0.37533 -7.24223
O: 1.70256 -0.68253 -6.33080
H: -0.29709 -0.61039 -6.77821
H: 0.69636 0.68886 -7.48819
H: 0.78418 -0.97366 -8.14860
H: 2.54198 -0.46377 -6.76996
C: 0.08599 4.65677 5.73924
O: 0.85864 3.50758 6.03368
H: -0.08002 5.21906 6.66116
H: 0.62292 5.28450 5.02388
H: -0.87709 4.35240 5.32225
H: 0.98950 3.02922 5.19738
C: -3.77893 -1.25186 -4.83646
O: -3.00628 -2.40105 -4.54202
H: -3.94494 -0.68957 -3.91455
H: -3.24200 -0.62413 -5.55182
H: -4.74200 -1.55623 -5.25345
H: -2.87542 -2.87941 -5.37832

Structure (SMILES) ... C=Cc1cc2c(cc1N)C(=O)C=CC2=O.CO.CO.CO.CO
LUMO energy ... -1.735 eV
Maximum force ... 8.6 eV Å⁻¹
HOMO-LUMO gap ... 6.9274 eV


Record 2
# C4HNO3

2 unconnected molecules or ions with the total composition C4HNO3 (ωB97M-V/def2-TZVPD, the Open Molecules 2025 dataset).

Atoms and positions in Å:
C: -1.04204 2.69186 -2.03252
C: -1.21866 1.53890 -1.73446
C: 0.93051 -0.14687 0.22665
C: 0.04528 -2.27130 1.52333
N: 0.59118 -0.97132 0.99273
O: 0.65336 -3.23639 1.13156
O: 1.43311 0.75664 -0.32223
O: -0.92289 -2.05382 2.30752
H: -0.46985 3.69231 -2.09259

Relative energy (zero: lowest compared OMol25 entry of this formula, charge and spin) ... 71.2 kJ/mol
LUMO energy ... 6.612 eV
Maximum force ... 6.1 eV Å⁻¹
Total charge ... -2
HOMO-LUMO gap ... 7.2592 eV


Record 3
# C23H22AuN6OSeSi

A molecular structure, C23H22AuN6OSeSi (ωB97M-V/def2-TZVPD, the Open Molecules 2025 dataset).

Atoms and positions in Å:
Au: -0.62509 -0.92847 0.39544
C: 3.12882 0.78943 0.40024
C: 2.84350 -0.66916 0.46867
C: 3.91261 -1.52665 0.65697
C: 3.67338 -2.88924 0.76313
C: 2.39266 -3.34661 0.67054
C: 1.32597 -2.44527 0.44639
N: 1.54134 -1.10171 0.39419
N: 0.02556 -2.86842 0.40246
Si: -0.36739 -4.11630 -0.78850
C: -1.95911 -3.66766 -1.66849
C: 0.96773 -4.41173 -2.06746
C: -0.71027 -5.71026 0.15255
H: 4.16162 0.96480 0.08595
H: 2.97433 1.25369 1.37561
H: 2.47580 1.26120 -0.31725
H: 4.92107 -1.13990 0.72777
H: 4.48836 -3.58649 0.92327
H: 2.18718 -4.40493 0.77818
H: -1.83576 -2.75133 -2.24866
H: -2.76043 -3.51284 -0.95416
H: -2.25364 -4.47421 -2.35528
H: 1.25714 -3.48110 -2.56162
H: 0.60353 -5.09946 -2.83523
H: 1.86288 -4.85703 -1.62832
H: -1.51581 -5.55799 0.87268
H: 0.17899 -6.04337 0.69548
H: -1.00933 -6.50582 -0.53628
Se: -5.90660 -1.51795 -0.43716
N: -6.16334 0.20791 -0.13293
C: -5.00393 0.76470 0.13163
C: -4.85763 2.12504 0.41506
C: -3.61819 2.58152 0.67028
C: -2.48655 1.71415 0.65340
N: -2.52647 0.41227 0.39496
C: -3.83538 -0.10914 0.11941
N: -4.13462 -1.36391 -0.16832
H: -5.71383 2.78755 0.42905
H: -3.47867 3.63190 0.89475
H: -1.53506 2.13897 0.86946
O: -2.11194 -1.99139 0.41006
N: 2.58413 8.76056 0.10708
C: 2.24240 7.66258 0.14854
C: 1.81624 6.29296 0.20036
C: 2.67597 5.27563 -0.21042
C: 2.26894 3.95426 -0.16193
C: 0.98655 3.62097 0.30124
C: 0.13002 4.65490 0.71117
C: 0.54040 5.97339 0.66122
C: 0.52768 2.26193 0.36538
C: 0.09493 1.10946 0.38156
H: 3.66928 5.51399 -0.57083
H: 2.95023 3.18431 -0.48583
H: -0.86409 4.42436 1.07185
H: -0.13615 6.75594 0.98266

Relative energy (zero: lowest compared OMol25 entry of this formula, charge and spin) ... 449.6 kJ/mol
LUMO energy (spin up / spin down) ... 1.494 / 1.492 eV
Maximum force ... 5.0 eV Å⁻¹
Total charge ... -1
HOMO-LUMO gap (spin up / spin down) ... 4.6905 / 4.8797 eV


Record 4
# C37H21F10N4OPPtS4

A molecular structure, C37H21F10N4OPPtS4 (ωB97M-V/def2-TZVPD, the Open Molecules 2025 dataset).

Atoms and positions in Å:
Pt: -0.04852 0.02906 0.19141
N: 3.22222 0.13640 3.10570
C: 2.21501 -0.13801 2.25530
S: 0.96631 1.08173 2.14989
N: 2.16806 -1.30378 1.67831
N: 1.27004 -1.53236 0.75009
C: 1.04049 -2.72231 0.23522
C: 1.83968 -3.90661 0.58527
C: 1.22747 -5.08748 0.99856
C: 1.99653 -6.18959 1.31925
C: 3.37647 -6.13128 1.21762
C: 3.98813 -4.96722 0.78178
C: 3.22759 -3.85487 0.47415
C: -0.03862 -2.81490 -0.70368
C: -0.26569 -3.94946 -1.50307
C: -1.41071 -4.02267 -2.25858
C: -2.31781 -2.95980 -2.22584
C: -2.00249 -1.84697 -1.47489
N: -0.89575 -1.76392 -0.74995
H: 3.28653 1.05982 3.49585
H: 4.02522 -0.46714 3.11465
H: 0.15292 -5.13130 1.09017
H: 1.51659 -7.09345 1.65976
H: 3.97313 -6.99091 1.48292
H: 5.06350 -4.92567 0.68876
H: 3.69831 -2.94887 0.12323
H: 0.46309 -4.74399 -1.50569
H: -1.60999 -4.89201 -2.86690
H: -3.24152 -2.99906 -2.77842
H: -2.66130 -0.98867 -1.44727
F: -1.83207 4.17667 -5.30868
C: -1.57028 3.64381 -4.11209
C: -1.31860 2.28118 -3.98864
F: -1.29839 1.48571 -5.06878
C: -1.09495 1.74040 -2.73910
F: -0.83783 0.41385 -2.61872
C: -1.08210 2.49806 -1.54594
O: -0.93782 1.97158 -0.38938
C: -1.30954 3.89032 -1.72033
F: -1.30912 4.68155 -0.64658
C: -1.56388 4.44000 -2.96460
F: -1.81817 5.74641 -3.07809
F: 1.96204 1.31503 -6.93412
C: 1.96243 1.11544 -5.61495
C: 1.79362 2.18205 -4.73760
F: 1.59565 3.41847 -5.20465
C: 1.83848 1.96537 -3.36962
F: 1.66467 3.01310 -2.55218
C: 2.05267 0.69433 -2.82470
S: 2.26449 0.46676 -1.13080
C: 2.17356 -0.37032 -3.72834
F: 2.33437 -1.61370 -3.25748
C: 2.13884 -0.16688 -5.09866
F: 2.30032 -1.19717 -5.93515
S: -3.10101 2.30873 0.73717
P: -3.24487 0.82101 2.07560
S: -1.94706 -0.72121 2.00203
C: -3.25663 1.52586 3.75773
C: -4.30805 2.37381 4.08236
C: -4.37224 2.92659 5.34608
C: -3.38586 2.63544 6.27664
C: -2.32717 1.80738 5.94167
C: -2.25676 1.24970 4.67661
C: -4.89319 0.05951 1.87621
C: -5.57565 0.13242 0.67089
C: -6.78761 -0.52245 0.53600
C: -7.30434 -1.24898 1.59669
C: -6.62268 -1.30903 2.80241
C: -5.41227 -0.65921 2.94352
H: -5.06416 2.59085 3.33994
H: -5.18872 3.58547 5.60128
H: -3.44505 3.05738 7.26811
H: -1.55267 1.59399 6.66443
H: -1.43874 0.59973 4.39918
H: -5.15703 0.70097 -0.14935
H: -7.32481 -0.46179 -0.39963
H: -8.23962 -1.77600 1.48236
H: -7.02932 -1.86511 3.63263
H: -4.85389 -0.71196 3.86694

LUMO energy (spin up / spin down) ... -2.513 / -2.512 eV
Maximum force ... 3.1 eV Å⁻¹
HOMO-LUMO gap (spin up / spin down) ... 4.3653 / 4.3868 eV


Record 5
# C4H8N2O4

2 unconnected molecules or ions with the total composition C4H8N2O4 (ωB97M-V/def2-TZVPD, the Open Molecules 2025 dataset).

Atoms and positions in Å:
H: 1.78876 -2.14653 1.03120
N: 2.27971 -1.39864 0.45970
C: 1.85196 -0.25010 0.43000
C: 1.75750 1.09038 -0.04736
O: 2.16319 2.04811 -0.60417
N: 0.75535 0.63274 0.71370
C: -0.64418 0.61437 1.32540
C: -1.68444 -0.06558 0.50400
O: -1.98582 0.53835 -0.63414
O: -1.41969 -1.48053 0.48313
H: -0.43075 0.13504 2.22829
H: -0.74587 1.69020 1.42571
H: -2.61411 0.04243 1.21610
H: -1.20040 0.71260 -1.22419
H: -0.88468 -1.63934 -0.33289
O: 0.11689 -0.29977 -2.03356
H: 0.95514 0.29550 -1.95693
H: -0.05855 -0.51925 -2.98400

Structure (SMILES) ... [H]/N=c1/c(=O)n1CC(O)O.O
Relative energy (zero: lowest compared OMol25 entry of this formula, charge and spin) ... 381.5 kJ/mol
LUMO energy ... 0.229 eV
Maximum force ... 4.1 eV Å⁻¹
HOMO-LUMO gap ... 10.0992 eV


Record 6
# C23H35FN2O4PSV

A molecular structure, C23H35FN2O4PSV (ωB97M-V/def2-TZVPD, the Open Molecules 2025 dataset).

Atoms and positions in Å:
V: -0.17375 0.21141 0.80359
N: 0.08580 -0.72381 2.71421
C: -0.17356 -2.16943 2.83848
C: -1.53277 -2.50560 2.23458
C: -1.53645 -2.44339 0.70068
O: -2.29586 -3.17902 0.08752
O: -0.69270 -1.61935 0.16726
H: 1.02312 -0.45877 3.00396
H: -0.54455 -0.20437 3.31718
H: -0.14371 -2.48262 3.88486
H: 0.61345 -2.69756 2.30119
H: -2.27889 -1.78993 2.59905
H: -1.85984 -3.50239 2.52244
F: 6.72145 -0.17583 1.90452
C: 5.46453 0.10910 1.46910
C: 4.74262 -0.87403 0.82716
C: 3.44691 -0.58601 0.41697
C: 2.89264 0.68334 0.60788
C: 3.66388 1.65217 1.24933
C: 4.94533 1.36497 1.70100
H: 5.19103 -1.84582 0.66157
H: 2.85345 -1.33623 -0.09457
H: 3.23996 2.63418 1.41754
H: 5.53717 2.10120 2.23042
O: 0.94483 1.97873 3.58447
C: 0.10978 2.50825 2.86691
C: -0.33290 3.96463 2.99645
C: -1.29759 4.15772 1.82840
C: -1.49352 2.74490 1.29617
O: -2.33252 2.39883 0.48544
N: -0.59497 1.88593 1.87685
H: 0.53967 4.61551 2.96786
H: -0.81366 4.08865 3.96794
H: -0.85292 4.74492 1.02341
H: -2.25218 4.60762 2.09590
C: 2.80821 -1.12616 -3.66334
C: 1.34881 -0.80474 -4.01363
C: 1.26032 0.65620 -4.46624
P: 0.32558 -1.12752 -2.46801
C: 0.18286 -3.00594 -2.50256
C: 1.12313 -3.60701 -1.44764
C: 0.38960 -3.74357 -3.82485
C: -1.33582 -0.53766 -3.12728
C: -2.40481 -0.43404 -2.03714
C: -1.89693 -1.31540 -4.31591
H: 3.44269 -1.09274 -4.55543
H: 2.91213 -2.11524 -3.21163
H: 3.18487 -0.39208 -2.94542
H: 1.02874 -1.44592 -4.83823
H: 1.32150 1.33209 -3.60979
H: 0.33302 0.86367 -5.00393
H: 2.09215 0.88991 -5.13948
H: -0.83827 -3.18121 -2.14887
H: 2.16197 -3.60791 -1.79275
H: 0.84380 -4.64300 -1.22892
H: 1.07587 -3.03851 -0.51912
H: 1.41891 -3.65111 -4.18101
H: -0.27166 -3.39333 -4.61565
H: 0.19008 -4.81066 -3.67518
H: -1.10761 0.48319 -3.44220
H: -2.68626 -1.42125 -1.66507
H: -3.29907 0.05089 -2.44245
H: -2.05869 0.17167 -1.20059
H: -2.17465 -2.32757 -4.01457
H: -1.18837 -1.37393 -5.14474
H: -2.80091 -0.82123 -4.68836
S: 1.01551 2.11012 -0.87001
C: 1.50134 0.92629 0.19665

Multiplicity ... 4
LUMO energy (spin up / spin down) ... 2.638 / 2.625 eV
Maximum force ... 0.9 eV Å⁻¹
Total charge ... -1
HOMO-LUMO gap (spin up / spin down) ... 6.0934 / 7.0660 eV


Record 7
# C25H27Cl2F10IN3OSiSn

A molecular structure, C25H27Cl2F10IN3OSiSn (ωB97M-V/def2-TZVPD, the Open Molecules 2025 dataset).

Atoms and positions in Å:
Sn: 0.26320 0.50784 -0.05128
C: -5.05506 -0.59675 0.14066
Si: -3.53571 -0.26684 1.27101
C: -3.12921 1.59387 1.19249
C: -3.99733 -0.66100 3.08746
N: -2.12183 -1.12450 0.71782
C: -2.01499 -2.44535 0.68773
C: -3.07056 -3.36330 0.96478
C: -2.89051 -4.72256 0.90392
C: -1.65032 -5.26475 0.57516
C: -0.58152 -4.41650 0.30224
C: -0.77294 -3.06130 0.34990
F: 0.28043 -2.24745 0.06143
H: -5.68856 0.28350 0.11597
H: -5.66121 -1.41974 0.50502
H: -4.76363 -0.83059 -0.87786
H: -3.91492 2.13936 0.67996
H: -2.18668 1.80522 0.68122
H: -3.06296 1.99532 2.19750
H: -4.79315 0.00944 3.39948
H: -3.14531 -0.49748 3.74262
H: -4.33785 -1.68204 3.22807
H: -4.03586 -2.95227 1.20618
H: -3.71897 -5.37894 1.11740
H: -1.51727 -6.33336 0.52595
H: 0.39149 -4.80686 0.05725
Cl: -0.19511 2.05705 2.88898
C: 0.32452 3.58807 2.17474
Cl: 0.54991 3.41709 0.44019
H: 1.27551 3.88162 2.61840
H: -0.44871 4.33555 2.34638
I: -5.40104 2.26822 -2.75162
C: -3.31546 2.54682 -2.77809
C: -2.74684 3.62222 -3.44172
C: -1.36715 3.75772 -3.40054
C: -0.62705 2.82429 -2.69708
N: -1.17919 1.79872 -2.05760
C: -2.49387 1.65538 -2.10701
H: -3.35935 4.33249 -3.97555
H: -0.88059 4.58073 -3.89752
H: 0.45006 2.88006 -2.63587
H: -2.89859 0.80436 -1.57979
C: 0.32092 -1.58976 -3.01959
C: 1.41851 -0.61715 -3.11864
C: 2.41281 -0.56472 -4.14767
C: 3.23517 0.47474 -3.82801
C: 2.72805 1.02924 -2.60480
C: 3.30102 2.17491 -1.89450
N: 1.62850 0.35448 -2.20644
H: -0.08512 -1.81984 -4.00261
H: -0.46356 -1.21531 -2.36131
H: 0.71467 -2.51923 -2.60153
H: 2.46816 -1.21848 -4.99533
H: 4.10124 0.82941 -4.35111
H: 4.38749 2.15464 -1.96819
H: 2.99593 2.18235 -0.85095
H: 2.97507 3.11084 -2.35453
F: 1.38294 -0.74553 3.11637
C: 2.62522 -0.98682 2.68186
F: 2.54623 -2.11403 1.96954
F: 3.39242 -1.22354 3.73779
C: 3.11968 0.19455 1.81507
O: 2.11027 0.71874 1.11146
C: 4.23344 -0.30301 0.86391
F: 3.69619 -0.96274 -0.16641
F: 5.11413 -1.10977 1.44272
F: 4.90779 0.72527 0.34439
C: 3.70402 1.31685 2.71709
F: 4.96048 1.12107 3.09666
F: 2.96413 1.48925 3.81493
F: 3.65746 2.47686 2.05092

LUMO energy (spin up / spin down) ... -4.742 / -4.499 eV
Maximum force ... 1.7 eV Å⁻¹
Total charge ... +1
HOMO-LUMO gap (spin up / spin down) ... 6.7702 / 6.8076 eV


Q: Among the records above, which one has the highest maximum force?
A: C16H25NO6


Q: Which formula does entry 2 have?
A: C4HNO3


Q: Among the records above, which one has the lowest maximum force?
A: C23H35FN2O4PSV


Q: Look up the maximum force of the third one.
A: 5.0 eV Å⁻¹